A structure of composition C32H47N2O2P2W. Source: the OMol25 dataset; level of theory: the ωB97M-V functional and the def2-TZVPD basis.

As for the total charge: +3. The multiplicity is 3. The calculation puts the LUMO energy (alpha / beta) at -12.48 / -11.64 eV. Its HOMO energy (alpha / beta) is -16.73 / -17.28 eV.

Atoms and positions in Å:
C -0.67 2.42 -0.76
C -2.29 0.69 -0.64
C -1.53 3.19 -1.53
C -3.01 1.33 -1.68
C -2.71 2.62 -2.03
H -1.24 4.20 -1.77
H -3.90 0.82 -2.06
H -3.31 3.17 -2.72
N -1.02 1.19 -0.30
P 2.01 1.88 0.07
P -1.82 -1.08 1.49
C 0.68 3.04 -0.42
H 1.02 3.65 -1.28
H 0.54 3.77 0.40
C 2.11 -0.75 1.41
O 3.13 -1.31 1.55
C -2.79 -0.40 0.10
H -3.27 -1.20 -0.47
C -1.57 -3.07 1.66
C -3.30 -0.41 2.42
C 2.92 1.62 -1.62
C 3.05 2.98 1.28
C -0.08 -3.47 1.70
H 0.45 -3.00 2.54
H -0.02 -4.56 1.83
H 0.43 -3.21 0.77
C -2.23 -3.58 2.95
H -1.76 -3.13 3.84
H -3.31 -3.40 2.97
H -2.09 -4.66 3.02
C -2.16 -3.73 0.42
H -2.00 -4.82 0.49
H -3.24 -3.57 0.30
H -1.64 -3.39 -0.49
C -3.14 -0.62 3.92
H -2.17 -0.24 4.26
H -3.93 -0.04 4.41
H -3.25 -1.67 4.21
C -3.38 1.12 2.19
H -2.41 1.62 2.37
H -3.72 1.38 1.19
H -4.11 1.54 2.90
C -4.51 -1.12 1.77
H -4.34 -1.70 0.85
H -4.98 -1.87 2.42
H -5.24 -0.36 1.46
C 4.30 2.17 1.66
H 4.81 2.68 2.49
H 4.02 1.17 2.02
H 5.02 2.06 0.84
C 2.31 3.30 2.59
H 1.43 3.93 2.43
H 2.02 2.41 3.15
H 3.01 3.87 3.22
C 3.39 4.35 0.67
H 3.84 4.98 1.45
H 4.11 4.33 -0.15
H 2.49 4.88 0.32
C 1.95 1.13 -2.71
H 2.51 1.10 -3.66
H 1.56 0.13 -2.52
H 1.11 1.82 -2.87
C 4.03 0.58 -1.44
H 3.70 -0.32 -0.90
H 4.38 0.27 -2.43
H 4.90 0.99 -0.90
C 3.53 2.93 -2.13
H 2.81 3.76 -2.17
H 4.41 3.24 -1.56
H 3.88 2.78 -3.17
W 0.42 0.12 0.96
N 0.61 -1.27 -0.72
C 0.89 -2.15 -1.53
C 0.23 -2.87 -2.65
C 1.08 -3.75 -3.33
C -1.09 -2.64 -3.20
C 0.79 -4.22 -4.59
H 2.02 -3.91 -2.83
C -1.42 -3.16 -4.47
H -1.87 -2.04 -2.74
C -0.45 -3.94 -5.17
H 1.58 -4.82 -5.11
H -2.37 -2.98 -5.00
H -0.65 -4.35 -6.19
O 0.21 0.93 4.05
C 0.22 0.67 2.89